Entry 1:
{
  "formula": "C56H55AlBrF4N3OP3S2",
  "method": "ωB97M-V with the def2-TZVPD basis set",
  "largest_force_ev_per_a": 1.388,
  "total_charge": 3,
  "energy_ev": -202509.2712,
  "species": ["Al", "C", "N", "C", "P", "C", "C", "C", "C", "C", "C", "C", "C", "C", "C", "C", "C", "C", "C", "C", "C", "C", "C", "P", "C", "C", "C", "C", "C", "C", "C", "C", "C", "C", "C", "C", "H", "H", "H", "H", "H", "H", "H", "H", "H", "H", "H", "H", "H", "H", "H", "H", "H", "H", "H", "H", "H", "H", "H", "H", "H", "H", "H", "H", "H", "F", "C", "C", "F", "C", "F", "C", "P", "C", "C", "C", "C", "C", "C", "C", "C", "C", "C", "C", "C", "C", "Br", "C", "F", "H", "H", "H", "H", "H", "H", "H", "H", "H", "H", "C", "C", "S", "O", "C", "C", "H", "H", "H", "H", "H", "H", "H", "H", "H", "H", "C", "N", "C", "N", "S", "H", "H", "H", "H", "H", "H"],
  "positions_angstrom": [[-0.05, -0.33, 0.23], [1.04, -0.14, 3.86], [2.33, -0.25, 3.20], [2.60, 0.87, 2.33], [2.30, 0.45, 0.54], [3.40, -0.94, 0.19], [3.17, -1.61, -1.01], [4.02, -2.62, -1.43], [5.10, -2.98, -0.64], [5.32, -2.34, 0.57], [4.48, -1.31, 0.99], [3.10, 1.85, -0.30], [2.67, 3.15, -0.01], [3.27, 4.23, -0.62], [4.30, 4.04, -1.53], [4.72, 2.75, -1.83], [4.13, 1.66, -1.21], [3.39, -0.48, 4.18], [3.99, 0.56, 4.86], [5.03, 0.30, 5.74], [5.46, -1.00, 5.96], [4.83, -2.04, 5.31], [3.79, -1.79, 4.42], [-0.44, -0.40, 2.75], [-1.41, 1.00, 3.42], [-1.14, 2.24, 2.86], [-1.65, 3.39, 3.43], [-2.43, 3.30, 4.58], [-2.70, 2.07, 5.14], [-2.20, 0.91, 4.56], [-1.12, -2.00, 3.31], [-2.48, -2.27, 3.31], [-2.95, -3.52, 3.70], [-2.06, -4.51, 4.07], [-0.70, -4.26, 4.04], [-0.23, -3.01, 3.67], [0.91, 0.85, 4.32], [0.99, -0.88, 4.67], [3.66, 1.16, 2.38], [2.01, 1.76, 2.59], [2.33, -1.30, -1.62], [3.84, -3.11, -2.37], [5.79, -3.74, -0.97], [6.16, -2.62, 1.19], [4.69, -0.81, 1.92], [1.86, 3.31, 0.70], [2.94, 5.24, -0.38], [4.76, 4.89, -2.01], [5.52, 2.60, -2.53], [4.48, 0.67, -1.45], [3.66, 1.58, 4.72], [5.51, 1.12, 6.26], [6.27, -1.19, 6.63], [5.15, -3.06, 5.48], [3.29, -2.61, 3.93], [-0.51, 2.30, 1.97], [-1.43, 4.36, 3.00], [-2.80, 4.20, 5.04], [-3.30, 2.01, 6.04], [-2.40, -0.05, 5.01], [-3.20, -1.52, 3.03], [-4.01, -3.70, 3.73], [-2.43, -5.48, 4.36], [-0.01, -5.03, 4.33], [0.84, -2.84, 3.66], [-1.54, 2.02, -7.05], [-1.42, 1.29, -5.96], [-2.05, 0.04, -5.87], [-2.73, -0.44, -6.89], [-1.94, -0.69, -4.68], [-2.53, -1.88, -4.60], [-1.24, -0.22, -3.57], [-1.14, -1.27, -2.05], [-2.90, -1.57, -1.69], [-3.21, -2.49, -0.69], [-4.53, -2.82, -0.42], [-5.56, -2.22, -1.13], [-5.26, -1.26, -2.08], [-3.95, -0.93, -2.35], [-0.47, -2.75, -2.88], [0.70, -2.56, -3.63], [1.24, -3.61, -4.34], [0.63, -4.86, -4.31], [-0.52, -5.05, -3.55], [-1.07, -4.00, -2.83], [-0.55, 0.98, -3.73], [0.67, 1.55, -2.40], [-0.65, 1.74, -4.89], [-0.01, 2.90, -4.96], [-2.42, -2.97, -0.12], [-4.75, -3.56, 0.34], [-6.59, -2.49, -0.94], [-6.05, -0.79, -2.64], [-3.74, -0.17, -3.10], [1.15, -1.58, -3.67], [2.13, -3.46, -4.93], [1.03, -5.66, -4.90], [-1.00, -6.01, -3.55], [-1.97, -4.14, -2.26], [-4.26, 0.45, 1.29], [-3.86, 1.73, 0.60], [-2.59, 1.47, -0.68], [-1.37, 0.83, 0.10], [-2.15, 3.23, -0.91], [-3.13, 3.83, -1.90], [-5.05, 0.66, 2.00], [-3.40, 0.05, 1.83], [-4.62, -0.30, 0.59], [-3.48, 2.45, 1.33], [-4.70, 2.16, 0.06], [-1.14, 3.26, -1.31], [-2.18, 3.74, 0.05], [-3.19, 3.23, -2.81], [-2.81, 4.83, -2.19], [-4.13, 3.92, -1.49], [2.02, -6.23, 0.37], [1.16, -5.08, 0.15], [1.31, -3.89, 0.68], [2.30, -3.62, 1.53], [0.16, -2.70, 0.20], [1.68, -7.05, -0.25], [1.98, -6.54, 1.42], [3.05, -5.99, 0.09], [0.36, -5.21, -0.47], [3.01, -4.31, 1.73], [2.44, -2.68, 1.86]]
}

***

Entry 2:
{
  "formula": "C33H66O33",
  "method": "ωB97M-V with the def2-TZVPD basis set",
  "largest_force_ev_per_a": 4.731,
  "smiles": "COC(=O)OC.COC(=O)OC.COC(=O)OC.COC(=O)OC.COC(=O)OC.COC(=O)OC.COC(=O)OC.COC(=O)OC.COC(=O)OC.COC(=O)OC.COC(=O)OC",
  "total_charge": 0,
  "energy_ev": -102855.5195,
  "species": ["C", "O", "C", "O", "O", "C", "H", "H", "H", "H", "H", "H", "C", "O", "C", "O", "O", "C", "H", "H", "H", "H", "H", "H", "C", "O", "C", "O", "O", "C", "H", "H", "H", "H", "H", "H", "C", "O", "C", "O", "O", "C", "H", "H", "H", "H", "H", "H", "C", "O", "C", "O", "O", "C", "H", "H", "H", "H", "H", "H", "C", "O", "C", "O", "O", "C", "H", "H", "H", "H", "H", "H", "C", "O", "C", "O", "O", "C", "H", "H", "H", "H", "H", "H", "C", "O", "C", "O", "O", "C", "H", "H", "H", "H", "H", "H", "C", "O", "C", "O", "O", "C", "H", "H", "H", "H", "H", "H", "C", "O", "C", "O", "O", "C", "H", "H", "H", "H", "H", "H", "C", "O", "C", "O", "O", "C", "H", "H", "H", "H", "H", "H"],
  "positions_angstrom": [[-2.37, 4.71, -6.71], [-1.29, 4.11, -6.02], [-1.47, 3.20, -5.03], [-2.57, 2.94, -4.63], [-0.31, 2.87, -4.58], [-0.25, 1.91, -3.59], [-2.14, 5.69, -7.13], [-3.22, 4.93, -6.06], [-2.71, 4.03, -7.49], [0.79, 1.72, -3.33], [-0.58, 0.97, -4.02], [-0.89, 2.23, -2.77], [3.67, 2.96, 5.76], [4.40, 2.76, 4.50], [3.78, 2.88, 3.27], [2.62, 3.29, 3.14], [4.64, 2.47, 2.28], [4.21, 2.60, 0.93], [3.38, 4.01, 5.87], [4.36, 2.60, 6.52], [2.81, 2.29, 5.84], [3.24, 2.14, 0.73], [5.01, 2.18, 0.33], [4.03, 3.65, 0.71], [-2.94, -1.38, -2.79], [-1.74, -0.75, -2.32], [-1.75, -0.17, -1.08], [-2.60, -0.33, -0.18], [-0.60, 0.49, -0.92], [-0.04, 0.70, 0.37], [-3.76, -0.66, -2.64], [-3.16, -2.25, -2.17], [-2.76, -1.64, -3.83], [-0.74, 1.20, 1.04], [0.78, 1.38, 0.15], [0.30, -0.22, 0.85], [6.86, -0.35, 1.62], [5.84, -0.88, 0.95], [5.41, -0.51, -0.28], [6.09, 0.13, -1.08], [4.14, -0.98, -0.42], [3.43, -0.48, -1.57], [7.77, -0.95, 1.57], [6.72, -0.12, 2.68], [7.25, 0.56, 1.16], [2.45, -0.94, -1.76], [3.95, -0.42, -2.52], [3.21, 0.56, -1.34], [0.12, -2.30, -4.71], [0.49, -3.66, -4.48], [-0.06, -4.37, -3.38], [0.24, -5.54, -3.03], [-0.87, -3.60, -2.69], [-1.55, -4.18, -1.57], [-0.94, -2.19, -4.93], [0.75, -1.98, -5.54], [0.51, -1.63, -3.95], [-1.79, -3.35, -0.90], [-0.95, -4.79, -0.89], [-2.40, -4.80, -1.85], [1.85, -3.71, 0.18], [1.20, -2.79, 1.06], [0.02, -3.09, 1.61], [-0.51, -4.20, 1.49], [-0.41, -2.02, 2.23], [-1.79, -1.99, 2.70], [1.37, -3.97, -0.76], [2.16, -4.62, 0.70], [2.79, -3.24, -0.09], [-1.84, -1.24, 3.49], [-2.23, -2.91, 3.08], [-2.49, -1.72, 1.90], [0.60, 0.84, -7.70], [-0.51, 0.05, -7.24], [-1.70, 0.58, -7.30], [-2.07, 1.44, -8.09], [-2.39, -0.10, -6.32], [-3.72, 0.18, -5.98], [0.41, 1.16, -8.73], [1.47, 0.19, -7.62], [0.62, 1.79, -7.18], [-3.84, 0.10, -4.90], [-4.43, -0.42, -6.53], [-3.94, 1.23, -6.18], [-2.39, 3.54, 2.13], [-1.15, 4.21, 1.94], [-0.54, 4.08, 0.82], [-0.96, 3.51, -0.16], [0.54, 4.90, 0.76], [1.35, 4.77, -0.43], [-2.78, 3.77, 3.12], [-2.31, 2.45, 2.12], [-2.98, 3.81, 1.26], [1.99, 5.64, -0.37], [0.88, 4.75, -1.42], [1.91, 3.84, -0.35], [-0.14, 1.47, 4.40], [-1.50, 1.79, 4.57], [-1.85, 2.45, 5.71], [-1.14, 2.76, 6.61], [-3.21, 2.66, 5.62], [-3.82, 2.98, 6.86], [0.16, 0.75, 5.16], [0.53, 2.33, 4.44], [0.04, 1.00, 3.43], [-3.60, 4.01, 7.15], [-3.67, 2.26, 7.67], [-4.89, 2.84, 6.71], [2.90, -0.79, 3.18], [2.82, -1.09, 4.52], [3.98, -1.08, 5.30], [5.04, -0.80, 4.84], [3.62, -1.36, 6.54], [4.57, -1.25, 7.58], [3.77, -0.21, 2.87], [2.04, -0.22, 2.84], [2.92, -1.72, 2.61], [5.56, -1.56, 7.26], [4.12, -1.80, 8.41], [4.75, -0.20, 7.79], [-5.15, -7.28, -0.74], [-4.73, -5.88, -0.60], [-5.55, -4.91, -0.07], [-6.63, -5.08, 0.46], [-4.84, -3.76, -0.21], [-5.29, -2.52, 0.43], [-4.70, -7.54, -1.70], [-6.22, -7.46, -0.87], [-4.69, -7.84, 0.07], [-4.78, -2.46, 1.39], [-6.37, -2.47, 0.59], [-5.02, -1.64, -0.15]]
}

***

Entry 3:
{
  "formula": "C4H36NO13",
  "method": "ωB97M-V with the def2-TZVPD basis set",
  "largest_force_ev_per_a": 1.226,
  "total_charge": 1,
  "energy_ev": -32838.1025,
  "species": ["C", "C", "C", "C", "O", "N", "H", "H", "H", "H", "H", "H", "H", "H", "H", "H", "H", "H", "H", "H", "O", "H", "H", "O", "H", "H", "O", "H", "H", "O", "H", "H", "O", "H", "H", "O", "H", "H", "O", "H", "H", "O", "H", "H", "O", "H", "H", "O", "H", "H", "O", "H", "H", "O"],
  "positions_angstrom": [[0.02, -2.98, 0.78], [-0.39, -1.61, 0.30], [0.61, -0.48, 0.71], [0.74, -0.30, 2.21], [0.04, 0.69, 0.14], [-1.79, -1.24, 0.80], [1.02, -3.27, 0.42], [0.00, -3.05, 1.89], [-0.70, -3.73, 0.48], [-0.48, -1.61, -0.81], [1.61, -0.65, 0.27], [0.74, -1.26, 2.74], [1.67, 0.20, 2.48], [-0.06, 0.29, 2.62], [0.60, 1.49, 0.25], [-2.07, -0.26, 0.57], [-2.49, -1.90, 0.36], [-1.81, -1.37, 1.85], [-1.09, -2.48, -3.57], [-1.68, -1.08, -3.34], [-1.90, -2.02, -3.34], [2.35, 2.49, 0.22], [1.36, 3.23, -0.62], [1.47, 2.94, 0.30], [-1.77, -0.23, 3.81], [-2.50, -1.54, 4.16], [-1.82, -1.21, 3.57], [-0.27, 0.72, -1.61], [0.49, 1.51, -2.70], [-0.12, 0.75, -2.59], [-2.16, 1.96, 0.92], [-3.15, 1.75, -0.28], [-2.77, 1.32, 0.51], [3.67, 0.79, -1.20], [4.62, 2.09, -0.93], [3.71, 1.79, -1.01], [-1.27, 3.88, 1.97], [-0.17, 2.93, 1.44], [-1.05, 2.94, 1.85], [1.00, -0.52, -2.97], [1.76, -1.28, -4.11], [1.50, -1.34, -3.19], [-2.62, -2.64, -1.92], [-3.87, -3.26, -1.23], [-2.99, -2.90, -1.05], [2.88, -1.04, -2.21], [3.97, -1.57, -1.21], [3.62, -0.78, -1.62], [-1.37, 1.86, 4.76], [-1.49, 1.98, 3.19], [-1.72, 1.43, 3.97], [1.86, 3.43, -3.23], [2.53, 2.39, -2.23], [1.69, 2.76, -2.56]]
}

***

Entry 4:
{
  "formula": "C28H19N2O",
  "method": "ωB97M-V with the def2-TZVPD basis set",
  "largest_force_ev_per_a": 4.218,
  "total_charge": 1,
  "energy_ev": -34364.0085,
  "species": ["C", "C", "C", "C", "C", "C", "C", "C", "C", "C", "C", "C", "C", "C", "C", "C", "C", "C", "C", "H", "H", "H", "H", "H", "H", "H", "H", "H", "H", "H", "H", "H", "O", "C", "C", "C", "C", "C", "C", "C", "C", "C", "N", "N", "H", "H", "H", "H", "H", "H"],
  "positions_angstrom": [[-0.16, -0.50, 1.43], [-1.59, -0.56, 1.58], [-2.41, 0.49, 1.09], [-3.75, 0.59, 1.44], [-4.33, -0.38, 2.27], [-3.56, -1.46, 2.71], [-2.21, -1.56, 2.36], [0.76, -1.61, 1.51], [2.08, -1.09, 1.73], [3.13, -1.93, 2.07], [2.89, -3.31, 2.13], [1.62, -3.83, 1.86], [0.55, -2.99, 1.53], [1.99, 0.36, 1.79], [0.61, 0.72, 1.60], [0.20, 2.04, 1.84], [1.15, 2.99, 2.23], [2.50, 2.63, 2.39], [2.92, 1.31, 2.19], [-1.97, 1.22, 0.41], [-4.34, 1.42, 1.05], [-5.38, -0.28, 2.58], [-4.01, -2.24, 3.32], [-1.60, -2.38, 2.74], [4.11, -1.49, 2.28], [3.71, -3.98, 2.40], [1.44, -4.91, 1.93], [-0.44, -3.38, 1.29], [-0.85, 2.30, 1.76], [0.83, 4.02, 2.41], [3.23, 3.39, 2.69], [3.96, 1.01, 2.34], [-2.47, 0.84, -1.79], [-1.38, 0.53, -2.27], [-0.64, 1.23, -3.36], [0.56, 0.58, -3.61], [1.44, 1.08, -4.56], [1.09, 2.23, -5.28], [-0.16, 2.85, -5.07], [-1.03, 2.34, -4.10], [0.68, -0.68, -2.78], [-0.53, -0.61, -1.89], [-1.11, -1.71, -1.40], [-1.52, -2.67, -0.90], [2.38, 0.55, -4.73], [1.78, 2.63, -6.01], [-0.45, 3.70, -5.67], [-2.01, 2.77, -3.90], [0.66, -1.58, -3.43], [1.62, -0.71, -2.21]]
}

***

Entry 5:
{
  "formula": "C3H7N2O",
  "method": "ωB97M-V with the def2-TZVPD basis set",
  "largest_force_ev_per_a": 4.863,
  "smiles": "C=[N+]1CN[C@H]1O",
  "total_charge": 1,
  "energy_ev": -8242.5063,
  "species": ["C", "C", "C", "N", "N", "O", "H", "H", "H", "H", "H", "H", "H"],
  "positions_angstrom": [[1.26, 1.38, 0.05], [0.70, -1.05, 0.30], [-0.92, 0.06, -0.43], [-0.75, -1.24, -0.01], [0.51, 0.37, -0.07], [-1.83, 0.90, 0.26], [0.92, 2.40, -0.48], [2.31, 1.35, 0.49], [0.86, -1.33, 1.25], [1.45, -1.53, -0.28], [-1.22, 0.09, -1.63], [-1.03, -2.03, -0.58], [-2.26, 0.62, 1.12]]
}

***

Entry 6:
{
  "formula": "C3H8N2O",
  "method": "ωB97M-V with the def2-TZVPD basis set",
  "largest_force_ev_per_a": 18.485,
  "smiles": "CNC(=O)NC",
  "total_charge": 0,
  "energy_ev": -8265.0238,
  "species": ["C", "C", "C", "H", "H", "H", "H", "H", "H", "H", "H", "N", "N", "O"],
  "positions_angstrom": [[0.47, 1.52, -0.27], [-1.32, -0.13, 0.09], [0.89, -1.38, 0.18], [0.50, 1.25, -1.08], [1.52, 1.38, 0.33], [0.61, 2.60, -0.27], [-1.50, 1.68, 0.57], [-1.14, -2.17, -0.70], [1.63, -0.94, -0.56], [1.12, -0.79, 1.28], [1.19, -2.49, 0.18], [-0.82, 1.05, 0.40], [-0.56, -1.28, -0.09], [-2.58, -0.29, -0.06]]
}

***

Entry 7:
{
  "formula": "C16H18N2O4",
  "method": "ωB97M-V with the def2-TZVPD basis set",
  "largest_force_ev_per_a": 1.370,
  "smiles": "Cc1cccc(OCC(=O)NCCNC(=O)c2ccco2)c1",
  "total_charge": 0,
  "energy_ev": -28054.7582,
  "species": ["C", "C", "C", "C", "C", "C", "C", "H", "O", "C", "C", "O", "N", "H", "C", "H", "H", "C", "N", "C", "O", "C", "C", "C", "C", "O", "H", "H", "H", "H", "H", "H", "H", "H", "H", "H", "H", "H", "H", "H"],
  "positions_angstrom": [[-1.24, -2.54, -1.00], [0.09, -2.34, -0.34], [0.51, -3.19, 0.68], [1.75, -3.03, 1.26], [2.60, -2.04, 0.82], [2.20, -1.18, -0.20], [0.93, -1.31, -0.76], [0.59, -0.64, -1.52], [3.13, -0.24, -0.58], [2.78, 0.68, -1.59], [1.87, 1.80, -1.07], [1.04, 2.36, -1.76], [2.13, 2.12, 0.21], [2.75, 1.52, 0.73], [1.41, 3.15, 0.91], [2.10, 3.68, 1.58], [1.04, 3.85, 0.16], [0.24, 2.61, 1.73], [-0.74, 1.99, 0.87], [-1.46, 0.91, 1.27], [-1.32, 0.38, 2.35], [-2.47, 0.48, 0.30], [-3.49, -0.43, 0.45], [-4.20, -0.44, -0.78], [-3.56, 0.47, -1.57], [-2.53, 1.03, -0.94], [-3.75, 0.79, -2.58], [-5.05, -1.03, -1.02], [-3.69, -1.01, 1.32], [-0.86, 2.36, -0.06], [-0.22, 3.43, 2.29], [0.57, 1.85, 2.44], [3.73, 1.15, -1.90], [2.33, 0.20, -2.46], [3.59, -1.91, 1.24], [2.07, -3.69, 2.05], [-0.15, -3.97, 1.01], [-1.48, -1.72, -1.67], [-1.22, -3.47, -1.58], [-2.02, -2.64, -0.26]]
}

***

Entry 8:
{
  "formula": "C3H4LiO4Ru",
  "method": "ωB97M-V with the def2-TZVPD basis set",
  "largest_force_ev_per_a": 9.522,
  "total_charge": 2,
  "spin_multiplicity": 6,
  "energy_ev": -14127.7947,
  "s_squared": 8.77,
  "species": ["O", "O", "C", "C", "O", "C", "H", "H", "H", "H", "O", "Li", "Ru"],
  "positions_angstrom": [[-1.40, -0.05, -1.68], [-0.39, -1.22, 0.62], [0.95, -0.81, 0.89], [1.13, 0.62, 0.35], [0.48, 0.78, -0.90], [-0.90, 0.59, -0.71], [1.14, -0.83, 1.97], [1.66, -1.48, 0.42], [2.20, 0.83, 0.25], [0.75, 1.35, 1.07], [-1.66, 1.73, -0.54], [-0.87, -1.93, -0.94], [-3.10, 0.42, -0.79]]
}

***

Entry 9:
{
  "formula": "C4H8N2O2",
  "method": "ωB97M-V with the def2-TZVPD basis set",
  "largest_force_ev_per_a": 6.109,
  "total_charge": 0,
  "energy_ev": -11347.0415,
  "species": ["C", "C", "C", "C", "H", "H", "H", "H", "H", "H", "H", "H", "N", "N", "O", "O"],
  "positions_angstrom": [[-0.44, -1.14, 0.32], [0.69, -0.92, -0.37], [1.31, 0.41, -0.52], [0.53, 1.60, 0.01], [-1.08, 0.73, 0.62], [-1.79, -0.42, 1.88], [-0.35, -3.06, -0.34], [-2.06, -2.78, 0.13], [0.93, -1.63, -1.20], [0.95, 1.40, 1.22], [-0.77, 1.56, 0.20], [1.35, 3.12, -1.51], [-1.13, -0.22, 0.97], [-1.08, -2.54, 0.31], [2.14, 0.91, -1.27], [0.78, 3.00, -0.44]]
}

***

Entry 10:
{
  "formula": "Cl2O2S",
  "method": "ωB97M-V with the def2-TZVPD basis set",
  "largest_force_ev_per_a": 1.507,
  "total_charge": 0,
  "energy_ev": -39972.5729,
  "species": ["O", "O", "S", "Cl", "Cl"],
  "positions_angstrom": [[-0.29, -1.44, 0.39], [0.78, 0.62, -0.76], [-0.53, -0.44, -0.60], [2.00, 0.48, 0.47], [-1.95, 0.79, 0.50]]
}

***

Entry 11:
{
  "formula": "C4H7Cl2P",
  "method": "ωB97M-V with the def2-TZVPD basis set",
  "largest_force_ev_per_a": 3.009,
  "total_charge": 0,
  "energy_ev": -38591.9964,
  "species": ["C", "C", "C", "C", "P", "Cl", "Cl", "H", "H", "H", "H", "H", "H", "H"],
  "positions_angstrom": [[-0.05, -0.12, -1.27], [0.67, -0.26, -0.22], [2.19, -0.33, -0.34], [0.03, 0.06, 1.25], [-3.19, 0.09, -1.03], [-3.39, 2.12, -0.69], [-3.61, -0.67, 0.78], [-0.08, -0.16, -2.32], [2.70, 0.59, -0.13], [2.52, -0.68, -1.36], [2.55, -1.02, 0.43], [-0.76, 0.75, 1.10], [-0.34, -0.87, 1.85], [0.76, 0.51, 1.95]]
}